1.
ORCA calculation (ωB97M-V with the def2-TZVPD basis set) on a 5-piece molecular cluster, C17H24BBrCl12F2NO5P2S overall at a distorted geometry.

## Properties
orbital gap = 0.22122 hartree
E_tot = -285582.5183 eV
net charge = -1
HOMO level = -0.151 Ha

Element x y z (Å)
P: 1.975 1.452 0.551
C: 0.704 4.049 -3.803
B: 0.467 0.349 1.169
H: 3.401 -3.840 -2.438
O: 1.731 1.940 -1.103
F: -3.924 -2.312 2.635
C: 3.548 0.363 0.681
H: 2.331 -1.786 -1.164
H: 1.809 4.688 4.302
H: -2.962 -3.090 0.848
H: -0.407 -7.679 4.783
F: -1.963 -1.569 -3.721
C: -0.012 -6.897 4.137
C: -2.028 -1.379 -1.279
H: -0.905 -4.819 0.385
C: 2.190 5.482 3.662
H: -0.652 0.535 -3.938
O: -0.531 2.574 3.017
C: 0.785 -5.568 -1.035
H: 0.369 -6.641 -0.990
Cl: 3.955 5.492 3.778
H: -2.269 -0.515 2.151
H: 3.659 -0.265 -0.267
H: 0.358 3.772 -2.808
H: 4.434 1.083 0.799
Cl: 1.563 5.591 -3.686
C: -2.615 -0.853 1.115
H: -0.111 3.160 2.346
C: 0.586 -3.041 -0.198
Cl: 1.521 7.023 4.225
H: -2.132 6.607 -4.340
Cl: 1.753 -6.907 4.266
O: -0.592 0.023 4.041
H: -1.320 0.507 4.502
H: 2.356 1.446 -1.682
C: -3.524 -2.165 1.238
H: -3.262 0.008 0.701
Br: -0.370 -2.899 2.443
C: -1.099 -1.246 -2.572
H: -0.229 -1.980 -2.614
O: 0.983 -1.043 1.008
Cl: -1.102 8.721 -4.376
S: 2.053 1.343 3.716
Cl: 1.783 2.779 -4.390
H: -1.009 0.992 -2.158
C: -0.125 -1.923 0.690
Cl: -0.666 -5.346 4.678
N: 1.966 -5.379 -1.812
C: -1.332 -1.029 0.117
H: -2.977 -0.764 -1.438
H: 3.456 -0.265 1.629
Cl: 1.678 5.151 2.003
C: -0.523 0.224 -2.846
O: -0.721 0.296 0.280
H: -2.340 -2.492 -1.220
Cl: -3.845 8.044 -5.070
H: -4.487 -2.069 0.636
H: 0.610 0.179 -2.626
P: 0.248 1.048 2.965
Cl: -0.516 -7.240 2.476
C: 2.443 -4.036 -1.827
C: -2.448 7.614 -4.071
C: 1.855 -2.813 -1.083
Cl: -0.708 4.204 -4.862
Cl: -2.883 7.622 -2.357
C: 0.023 -4.512 -0.200


2.
ORCA calculation (ωB97M-V with the def2-TZVPD basis set) on CH3N3O as an isolated structure at a distorted geometry.

## Properties
orbital gap = 0.38106 hartree
E_tot = -7599.7202 eV
HOMO level = -0.379 Ha
relative energy (zero: lowest compared OMol25 entry of this formula, charge and spin) = 89.52 kcal/mol

Element x y z (Å)
C: 2.487 0.103 -0.022
H: 0.076 -1.068 0.077
N: 0.161 0.868 -0.049
O: 1.841 1.127 0.258
N: 3.038 -0.880 -0.205
H: -0.569 -0.369 1.492
H: 0.189 0.672 -1.119
N: -0.210 -0.288 0.508


3.
ORCA calculation (ωB97M-V with the def2-TZVPD basis set) on C15H20EuN2O2PS as an isolated structure at a distorted geometry.

## Properties
orbital gap (alpha / beta) = 0.15935 / 0.18633 hartree
E_tot = -62385.6728 eV
multiplicity = 7
net charge = +2
HOMO level (alpha / beta) = -0.462 / -0.485 Ha

Element x y z (Å)
C: 2.298 1.715 2.306
C: 1.220 0.539 -2.141
C: -0.138 -0.178 -2.155
H: -2.434 -0.902 -1.346
H: -0.345 -0.617 -3.138
C: -1.757 -1.566 -0.803
H: 1.429 -2.972 0.847
C: 4.232 1.540 0.930
C: -0.312 -1.263 -1.113
S: -3.723 -1.428 1.235
H: 2.613 -2.038 -1.225
C: -1.906 -1.381 0.698
H: 1.593 0.691 -3.150
C: -5.002 2.007 0.266
H: 1.284 -4.528 0.028
C: -4.283 0.192 1.102
C: 1.509 1.820 1.170
H: 3.904 1.629 -1.180
Eu: -4.255 -0.822 3.480
H: -1.473 -2.206 1.262
C: 0.786 -3.575 0.205
H: 1.845 1.750 3.288
C: 3.663 1.564 2.186
H: -0.163 -3.779 0.698
H: 0.436 1.952 1.261
H: 4.284 1.478 3.064
H: 0.188 2.121 -1.045
N: -4.374 1.092 2.062
H: -5.343 2.687 -0.501
C: 1.206 1.854 -1.329
H: -1.492 -0.437 1.051
C: 3.440 1.648 -0.201
O: -4.651 0.747 -0.067
C: 2.065 1.779 -0.096
H: 1.934 -0.114 -1.655
H: -2.035 -2.588 -1.077
P: 0.554 -2.807 -1.432
H: 1.603 2.651 -1.959
H: -0.922 0.571 -2.000
O: 2.075 -2.502 -1.880
N: -4.857 2.247 1.524
H: 5.304 1.432 0.830


4.
ORCA calculation (ωB97M-V with the def2-TZVPD basis set) on C14H32BeNO2P2Si as an isolated structure at a distorted geometry.

## Properties
orbital gap = 0.30061 hartree
E_tot = -47476.5770 eV
net charge = +1
HOMO level = -0.417 Ha
relative energy (zero: lowest compared OMol25 entry of this formula, charge and spin) = 0.00 kcal/mol

Element x y z (Å)
H: -0.333 1.791 3.993
C: -2.537 -0.156 1.564
H: 3.867 -1.489 0.337
H: 2.504 -1.600 3.493
H: -3.092 2.615 1.960
H: -2.363 -0.975 2.284
H: 0.826 2.318 -0.385
C: -1.509 -1.205 -1.891
H: 3.964 0.217 -0.208
H: 2.204 -0.520 -3.854
H: 3.294 0.000 -2.523
N: -1.517 -0.557 -0.695
H: -4.760 -2.164 -2.027
O: 0.430 1.535 -0.791
H: 2.984 -2.677 -1.083
Be: -0.186 0.329 -0.213
C: -1.145 1.119 3.674
H: -4.593 -1.333 0.364
H: 1.708 1.894 3.142
C: 2.027 -2.716 -1.608
H: 0.791 -1.136 3.278
C: 3.842 -0.444 0.663
P: 1.297 -1.049 -1.662
C: -3.756 -1.280 -0.333
H: -2.537 3.567 -3.785
H: -2.695 -1.975 -3.461
O: -1.971 3.787 -4.538
H: -2.108 1.502 4.055
H: 1.224 0.245 0.656
C: -0.221 -1.434 -2.673
H: 2.178 -3.069 -2.636
H: 1.329 -3.373 -1.068
C: 2.253 -0.067 -2.857
C: -2.705 -1.663 -2.437
H: -2.246 2.694 0.377
C: -2.108 2.610 1.465
C: -2.595 -0.685 0.131
H: 2.762 2.404 1.792
C: 1.716 -1.403 2.752
H: -0.961 0.103 4.059
H: 3.440 1.496 3.164
H: 1.828 0.944 -2.887
H: -1.268 3.110 -4.551
H: -0.115 -2.488 -2.960
H: -1.519 3.465 1.832
H: -0.182 -0.887 -3.612
H: 4.694 -0.293 1.343
Si: 2.320 -0.037 1.656
C: -3.847 -1.722 -1.641
C: 2.559 1.600 2.516
H: -3.504 0.301 1.827
P: -1.198 1.061 1.842
H: 1.531 -2.311 2.162


5.
ORCA calculation (ωB97M-V with the def2-TZVPD basis set) on an isolated ion of composition C2H10N6O and charge +2 at a distorted geometry.

## Properties
orbital gap = 0.38129 hartree
E_tot = -13204.7922 eV
net charge = +2
HOMO level = -0.671 Ha
relative energy (zero: lowest compared OMol25 entry of this formula, charge and spin) = 9.44 kcal/mol
structure (SMILES) = NC(N)=[N+](N)/C(N)=[NH+]\O

Element x y z (Å)
O: -1.550 -0.761 -1.894
N: 0.700 -0.089 1.792
H: 2.552 1.337 1.055
C: 1.146 0.688 -0.417
N: 2.327 1.117 0.057
H: 0.357 0.209 -2.309
C: -1.212 -0.144 0.461
H: 2.972 1.666 -0.523
H: -1.393 0.135 2.531
N: -1.807 -0.183 1.656
H: 1.798 0.925 -2.283
N: -1.974 -0.470 -0.630
N: 1.050 0.631 -1.744
H: 1.391 -0.817 1.679
H: -2.375 -0.918 -2.542
H: 1.039 0.706 2.334
H: -2.684 -0.709 1.764
H: -2.978 -0.701 -0.571
N: 0.199 0.333 0.564


6.
ORCA calculation (ωB97M-V with the def2-TZVPD basis set) on one molecule with the formula C5H8O3 at a distorted geometry.

## Properties
orbital gap = 0.38762 hartree
E_tot = -11453.5900 eV
HOMO level = -0.375 Ha
relative energy (zero: lowest compared OMol25 entry of this formula, charge and spin) = 90.61 kcal/mol
structure (SMILES) = C[C@H](O)/C=C/C(=O)O

Element x y z (Å)
H: -2.670 1.744 -0.286
C: -2.758 0.754 -0.698
H: -3.757 0.380 -0.818
O: -2.404 -0.698 0.989
H: 0.832 -1.417 -0.819
O: 3.087 -0.532 -0.402
H: 2.963 -1.474 -0.847
H: -2.576 1.215 -1.904
H: -1.839 -1.359 1.322
C: -0.385 0.161 0.041
C: -1.841 -0.310 -0.180
C: 1.951 0.092 0.053
H: -0.159 1.234 0.649
H: -1.337 -1.317 -0.747
C: 0.614 -0.434 -0.345
O: 2.199 1.157 0.691


7.
ORCA calculation (ωB97M-V with the def2-TZVPD basis set) on C2H2Cl3P as an isolated structure at a distorted geometry.

## Properties
orbital gap = 0.34028 hartree
E_tot = -48961.5921 eV
HOMO level = -0.336 Ha
relative energy (zero: lowest compared OMol25 entry of this formula, charge and spin) = 37.49 kcal/mol

Element x y z (Å)
H: -0.073 1.427 -2.039
Cl: -1.527 -1.765 0.813
H: -1.418 0.400 -0.949
Cl: 1.294 -1.623 1.873
C: 0.421 0.538 -0.199
Cl: 2.049 0.785 -0.104
C: -0.411 0.734 -1.160
P: -0.335 -0.494 1.765


- Which value of E_tot does entry 1 give?
  -285582.5183 eV


- E_tot of number 4 (C14H32BeNO2P2Si)?
  -47476.5770 eV


- What is the E_tot in the first record?
  -285582.5183 eV


- What is the E_tot in the fifth record?
  -13204.7922 eV